# 1
Density functional theory data (ωB97M-V/def2-TZVPD) for a molecular structure, C33H58BrCl4F6MgN2OP at a distorted geometry.

## Properties
**Energy**: -7031.9020 Eh
**LUMO**: -4.15 eV
**HOMO energy**: -6.214 eV
**Kohn-Sham gap**: 2.1 eV

```
107
Properties=species:S:1:pos:R:3:forces:R:3
C -3.78122 -1.11124 -4.80397 0.62 -0.07 0.03
C -2.54158 -0.65033 -5.64386 0.62 -0.37 1.36
C -1.55007 -1.85055 -6.07776 0.27 1.78 1.70
C -0.35251 -1.86696 -5.08702 -1.09 -0.95 0.82
C -0.80374 -2.11581 -3.60608 0.07 0.08 0.10
C -0.01242 -3.26852 -2.95966 -0.05 0.92 0.20
C 0.17729 -3.06183 -1.42664 0.42 -1.21 -0.22
C -0.46106 -4.21410 -0.61057 -0.47 0.39 -0.22
C -1.15578 -3.80812 0.69937 0.47 -0.27 -0.18
C -0.21984 -3.07217 1.67938 -0.37 -1.36 -0.15
C -0.90530 -2.65317 3.01555 0.46 1.34 0.06
C -1.26248 -1.11689 3.20887 -0.48 -0.77 -0.25
C -1.79304 -0.32659 1.95442 1.51 -0.35 0.60
C -0.64396 0.51397 1.24447 -1.50 -0.64 0.31
C -1.12222 1.96134 0.86697 1.18 -0.42 0.19
N -1.68885 2.03155 -0.50767 0.04 -0.60 1.17
C -3.08989 2.07234 -0.47538 0.05 -0.47 -2.70
F -3.57013 3.10583 0.19186 -0.06 0.48 1.17
F -3.66641 0.94294 0.01270 -0.19 -0.29 0.69
C -3.64842 2.22535 -1.96010 -1.14 1.31 1.96
F -4.61388 1.37458 -2.19320 -0.43 -1.34 -0.49
F -2.73605 2.19725 -2.86207 1.78 -0.99 -1.63
F -4.21122 3.42779 -2.06522 -0.39 1.13 0.05
C -0.01837 3.09133 1.14911 -2.78 -0.84 1.01
C -0.29783 3.51975 2.63380 1.22 0.91 -0.56
N 0.01035 2.49336 3.61288 -0.65 -0.34 0.09
O 1.29215 2.60031 1.18355 -0.04 0.54 -0.45
C 1.99330 2.58419 -0.03560 0.83 -1.10 -0.32
C 1.49010 1.57771 -1.08978 1.84 1.16 -0.30
C 2.65097 1.46451 -2.15391 -0.33 0.40 0.24
C 3.05623 0.00578 -2.41075 4.82 2.62 1.65
C 3.83764 -0.60051 -1.21430 -0.14 -0.37 -0.83
P -0.27876 4.69803 0.20737 2.35 1.30 0.33
C -1.85567 5.55385 0.68155 -0.67 -0.65 -1.12
C -0.18649 4.54964 -1.63108 -1.34 -0.11 -0.36
H -3.58551 -1.08229 -3.72869 0.04 0.29 0.00
H -4.67220 -0.51664 -5.01211 0.11 -0.06 -0.04
H -3.99780 -2.15195 -5.04660 -0.21 0.14 0.12
H -2.84179 -0.03012 -6.49023 0.26 0.14 0.41
H -1.93359 -0.00482 -4.97292 0.07 0.15 -0.12
H -2.12587 -2.78022 -6.07647 0.88 0.04 0.16
H -1.14709 -1.59509 -7.05573 -0.03 -0.46 -0.11
H 0.20383 -0.93921 -5.12002 -0.05 -0.06 -0.51
H 0.30755 -2.69497 -5.37536 0.09 0.23 0.03
H -0.58927 -1.15399 -2.90010 -1.24 -1.78 -1.72
H -1.88604 -2.31359 -3.53050 0.35 0.22 0.00
H -0.51606 -4.21844 -3.16895 0.10 0.06 0.05
H 0.96192 -3.30740 -3.45255 0.01 -0.08 0.12
H 1.25702 -3.12695 -1.23981 -0.08 0.47 0.15
H -0.17120 -2.06900 -1.12305 -0.09 -0.16 0.05
H -1.20603 -4.68236 -1.26461 -0.04 -0.04 0.28
H 0.28994 -4.98969 -0.42009 -0.06 0.13 0.07
H -2.06313 -3.23278 0.49329 0.15 0.16 0.01
H -1.48451 -4.73835 1.18046 -0.05 0.25 0.13
H 0.59780 -3.84714 1.95437 -0.94 0.95 -0.58
H 0.31063 -2.22928 1.13527 -1.31 -0.71 0.03
H -1.81155 -3.22510 3.21724 0.18 -0.28 -0.41
H -0.19163 -2.91760 3.81407 -0.39 0.09 0.11
H -0.40747 -0.64020 3.70190 -0.13 0.31 -0.30
H -2.07743 -1.10666 3.94564 0.27 -0.01 0.01
H -2.20257 -1.07961 1.27562 -0.26 0.35 -0.08
H -2.59248 0.32623 2.30525 0.02 -0.05 -0.20
H 0.19786 0.50218 1.93675 0.04 0.52 -0.23
H -0.35774 -0.08494 0.36731 0.14 0.48 -0.09
H -1.95860 2.17224 1.54187 0.33 0.16 -0.02
H -1.42965 1.17214 -0.98738 0.08 0.28 -0.37
H -1.32913 3.84634 2.76144 0.02 -0.15 -0.11
H 0.34845 4.39695 2.79987 -0.26 0.02 -0.06
H 0.96386 2.53921 3.93954 0.22 -0.01 -0.20
H -0.57276 2.69541 4.40961 -0.02 -0.10 0.24
H 2.17193 3.57892 -0.46818 -0.46 -0.01 0.17
H 3.00202 2.22650 0.21331 -0.21 0.11 0.33
H 0.62477 1.92883 -1.64998 -0.23 -0.19 0.64
H 1.38273 0.57004 -0.68072 -0.40 0.47 0.35
H 2.31898 1.91631 -3.09629 0.21 0.04 0.21
H 3.51910 2.04181 -1.81547 0.06 -0.22 -0.03
H 2.20377 -0.64249 -2.62681 1.02 -1.80 0.18
H 3.72759 -0.01013 -3.27628 -0.45 -0.22 -0.23
H 4.53280 -1.33585 -1.63400 -0.30 -0.06 0.33
H 4.45786 0.14246 -0.70315 -0.33 0.11 -0.01
H 3.19319 -1.10316 -0.48568 0.05 0.06 0.17
H -2.46665 5.02819 1.41551 0.17 0.10 0.04
H -2.47528 5.60865 -0.22692 0.02 -0.07 0.21
H -1.68190 6.58770 0.97685 0.31 -0.23 0.23
H -1.02612 4.00924 -2.08118 0.12 0.00 0.05
H -0.23030 5.57026 -2.03214 0.11 -0.09 0.24
H 0.72680 4.09808 -2.01440 0.09 0.06 0.39
F 2.43090 1.09384 5.56714 -0.12 0.02 0.02
C 1.68366 0.65177 6.59942 -0.26 -0.18 0.35
C 0.31980 0.88476 6.61537 0.02 0.09 -0.14
C -0.43280 0.42206 7.68597 0.11 -0.01 -0.02
C 0.17791 -0.25780 8.72705 -0.19 -0.07 0.15
C 1.54302 -0.48353 8.69930 -0.01 0.03 -0.05
C 2.29967 -0.03264 7.63001 0.39 0.00 -0.11
H -0.14665 1.41912 5.80357 0.03 -0.08 -0.05
H -1.50073 0.59264 7.70539 -0.01 0.04 -0.03
H -0.41312 -0.61318 9.56056 0.00 0.00 0.00
H 2.02181 -1.01123 9.51276 0.04 -0.01 -0.02
H 3.36669 -0.20726 7.59105 0.01 0.03 -0.03
C 7.17881 -3.54607 -2.12930 -0.14 -0.10 0.06
Cl 6.71680 -5.17653 -2.62359 0.05 0.06 0.00
Cl 6.45894 -2.34266 -3.20191 0.11 -0.02 -0.10
Cl 6.70967 -3.24784 -0.45375 0.03 0.01 -0.03
H 8.25477 -3.46249 -2.20015 0.00 0.01 -0.01
Mg 1.73660 -2.06952 2.32556 1.86 0.66 0.80
Cl 0.89380 -0.12103 -3.02934 -3.92 0.00 -1.50
Br -3.60942 -1.87473 -7.54113 -2.40 -0.92 -3.32
```
Positions in Å, forces in eV/Å.

# 2
Density functional theory data (ωB97M-V/def2-TZVPD) for 5 unconnected molecules or ions with the total composition C33H58F9N6O8PS at a distorted geometry.

## Properties
**Energy**: -3860.5103 Eh
**LUMO**: -0.16 eV
**HOMO energy**: -8.839 eV
**SMILES**: Cc1cccc(C[C@](C#N)(C(F)(F)C(F)(F)C(F)(F)C(F)(F)F)[C@@](C#N)(COO)P(O)(O)=S)c1.COC[C@@H](C)N.COC[C@@H](C)N.COC[C@@H](C)N.COC[C@@H](C)N
**Kohn-Sham gap**: 8.7 eV

```
116
Properties=species:S:1:pos:R:3:forces:R:3
C 3.93202 -4.02406 1.13469 -0.46 -1.31 -0.92
C 3.50480 -4.14591 -0.41079 -0.40 -0.01 -2.88
C 4.60874 -4.06132 -1.53815 -4.81 -0.61 -1.03
C 4.09055 -4.18021 -3.01562 -1.94 -0.32 2.82
C 2.58173 -4.38595 -3.33720 0.83 0.08 2.66
C 1.43995 -4.49376 -2.22162 5.06 0.43 0.47
C -0.03254 -4.75536 -2.74480 0.58 0.60 -1.05
C -1.25176 -3.87729 -2.05208 -0.87 -1.21 -2.18
C -2.35935 -3.93379 -3.25943 -3.32 0.39 -1.71
N -3.28663 -3.97024 -4.04001 5.37 0.12 4.02
C -0.89576 -2.32507 -1.94442 2.62 0.90 -1.25
F 0.07805 -1.96113 -0.95873 -2.49 -1.15 -1.58
F -0.20461 -2.01516 -3.19040 -1.62 -0.73 2.79
C -2.07687 -1.24925 -1.87937 -2.00 1.49 -2.62
F -2.33747 -0.84537 -3.25690 0.66 -1.10 3.25
F -3.34109 -1.69077 -1.41774 3.29 0.66 -0.48
C -1.69980 0.16251 -1.17820 -0.32 2.22 -1.93
F -2.74033 1.07560 -1.61313 2.38 -2.49 1.31
F -0.48940 0.74403 -1.71322 -3.02 -2.03 1.66
C -1.68527 0.22116 0.40737 0.45 2.52 3.96
F -2.57141 -0.62437 1.10676 2.29 1.73 -2.31
F -0.38140 0.08466 1.01104 -3.62 -0.31 -2.27
F -2.08229 1.56812 0.76620 1.00 -3.52 -1.00
C -1.89614 -4.61702 -0.78413 0.75 -2.05 2.15
C -0.99042 -5.85649 -0.21041 4.12 -1.52 -0.22
N -0.11306 -6.65170 0.06174 -5.17 4.04 -1.43
C -2.17121 -3.74769 0.53567 -1.07 0.76 1.38
O -1.98486 -4.59394 1.73310 -0.33 -1.07 -2.59
O -1.70378 -3.66637 2.70416 0.69 2.13 2.26
P -3.56171 -5.54887 -1.12751 -2.64 -2.06 1.31
O -3.80414 -6.48292 0.32131 1.72 0.62 -2.98
O -3.41432 -6.75413 -2.34380 2.02 2.47 2.03
S -5.11535 -4.42103 -1.25541 0.88 -0.37 -0.15
C 1.97751 -4.37285 -0.76943 1.91 0.35 -2.41
H 3.06090 -4.46839 1.75943 1.50 1.06 -0.89
H 4.82434 -4.74816 1.27932 -1.33 1.42 -0.10
H 4.20613 -2.95600 1.44719 -0.48 -1.64 -0.49
H 5.72944 -3.93142 -1.32269 -2.07 -0.21 -0.24
H 4.88213 -4.14327 -3.85542 -1.69 -0.05 1.41
H 2.29051 -4.49881 -4.44747 0.43 0.24 2.00
H -0.04102 -4.43575 -3.86579 0.14 -0.38 2.00
H -0.30951 -5.88397 -2.81383 0.36 1.93 0.71
H -3.25611 -3.34786 0.63153 1.74 -0.71 -0.78
H -1.48640 -2.85242 0.71109 -0.52 -1.34 -0.74
H -1.68978 -4.10445 3.58573 -0.26 -0.35 -1.19
H -3.27305 -7.31514 0.24767 -0.48 0.74 0.22
H -2.46571 -6.67298 -2.64576 -1.25 -0.51 -0.01
H 1.24072 -4.42389 0.09600 1.26 0.07 -1.23
C 0.37783 2.41932 5.84959 0.21 0.31 0.14
O 1.76447 2.15904 5.70628 -0.18 -0.43 -0.22
C 2.09192 1.28278 4.63026 0.35 0.06 -0.01
C 2.18859 1.97593 3.25460 -0.29 0.28 0.24
C 0.82951 2.28657 2.63485 -0.11 -0.02 -0.16
N 2.97412 3.21451 3.32796 0.14 -0.18 0.27
H -0.23513 1.55058 5.59343 0.03 0.01 -0.08
H 0.09372 3.28049 5.24151 -0.23 -0.09 -0.05
H 0.18905 2.67875 6.89429 0.08 -0.07 -0.03
H 3.08077 0.87931 4.87338 -0.04 0.12 0.06
H 1.40614 0.42672 4.60354 -0.14 0.09 -0.03
H 2.70171 1.28512 2.57608 0.05 -0.01 0.13
H 0.33535 3.13758 3.10850 0.11 -0.05 0.05
H 0.94400 2.53555 1.57555 0.03 -0.01 0.15
H 0.16282 1.42435 2.70123 0.09 0.17 0.10
H 3.91125 2.98751 3.65773 -0.05 0.06 -0.16
H 2.58343 3.77696 4.08534 0.01 -0.04 -0.21
C 1.16311 4.82044 12.41399 0.34 0.16 -0.13
O 1.46099 4.19602 11.17593 -0.45 -0.28 0.10
C 0.34947 3.55222 10.55758 0.16 -0.05 -0.30
C -0.55715 4.49735 9.74067 0.23 0.26 0.32
C -1.48479 5.34622 10.60490 -0.30 0.04 -0.01
N 0.22985 5.38274 8.87262 0.19 -0.26 0.02
H 0.41264 4.26737 12.98576 -0.06 0.02 -0.07
H 0.83477 5.84844 12.24753 -0.16 0.00 0.18
H 2.08351 4.86090 13.00103 -0.03 -0.08 -0.10
H 0.78321 2.82193 9.86591 0.08 0.10 0.04
H -0.22600 2.97745 11.29389 -0.04 0.13 0.09
H -1.19326 3.87135 9.10462 0.12 -0.05 0.01
H -0.96223 6.16398 11.10541 0.05 -0.10 -0.06
H -2.26715 5.79946 9.98867 0.15 -0.05 0.03
H -1.97680 4.73655 11.36823 0.05 0.04 -0.02
H 0.78098 4.80878 8.23570 -0.12 0.10 -0.03
H 0.93395 5.83356 9.45878 -0.18 0.00 -0.10
C 3.24101 0.19385 -7.40068 0.27 -0.23 0.23
O 2.80873 -0.12521 -6.08884 -0.30 0.23 -0.16
C 1.40534 0.02594 -5.87686 -0.04 -0.09 0.29
C 0.56157 -1.18158 -6.33372 0.22 0.09 -0.24
C 0.36176 -1.24602 -7.84490 -0.24 -0.05 -0.17
N 1.14185 -2.44958 -5.87387 0.16 0.02 0.26
H 2.66645 1.01615 -7.83652 -0.08 -0.06 0.00
H 3.18752 -0.68990 -8.04002 -0.07 0.12 -0.21
H 4.28948 0.49631 -7.34592 -0.08 0.00 0.09
H 1.28338 0.12980 -4.79327 0.09 -0.05 -0.05
H 1.04352 0.96120 -6.31981 0.00 -0.10 -0.10
H -0.43085 -1.07605 -5.88218 0.13 0.07 0.08
H 1.25672 -1.58059 -8.37404 0.00 0.04 0.10
H -0.43599 -1.95329 -8.09180 0.11 0.05 0.08
H 0.07322 -0.26944 -8.24415 0.04 -0.04 0.04
H 1.18964 -2.43529 -4.85618 -0.01 0.01 -0.13
H 2.12230 -2.45217 -6.16023 -0.17 -0.04 -0.01
C -3.91874 4.52734 -4.81171 -0.26 -0.26 -0.13
O -3.43108 4.20676 -6.10461 0.39 0.35 0.10
C -2.06141 4.53952 -6.31755 0.00 -0.18 -0.30
C -1.06417 3.48351 -5.79600 -0.36 -0.01 0.27
C -0.87509 3.52202 -4.28233 0.24 0.00 0.17
N -1.45858 2.12587 -6.19270 -0.14 0.11 -0.25
H -3.46839 5.44164 -4.41519 0.08 -0.05 0.00
H -3.75120 3.69208 -4.12856 0.05 0.14 0.19
H -4.99803 4.67859 -4.88662 0.10 0.01 -0.09
H -1.94288 4.60571 -7.40443 -0.10 -0.07 0.05
H -1.83723 5.53722 -5.92030 -0.03 -0.05 0.15
H -0.09009 3.70276 -6.24794 -0.10 0.02 -0.09
H -1.72151 3.09348 -3.74144 0.00 0.03 -0.11
H 0.00957 2.94475 -3.99615 -0.12 0.02 -0.07
H -0.72853 4.54750 -3.93127 -0.03 -0.06 -0.02
H -1.49579 2.08137 -7.21033 0.08 -0.06 0.10
H -2.43213 1.99837 -5.91182 0.20 -0.04 0.05
```
Positions in Å, forces in eV/Å.